Density functional theory data (the ωB97M-V functional and the def2-TZVPD basis) for a molecular structure, C31H46N2OOsPSSi.

```
84
C31H46N2OOsPSSi | OMol25 | the ωB97M-V functional and the def2-TZVPD basis
Os 0.74 -0.37 -0.06
C 1.97 3.12 -0.69
C 2.19 2.59 0.73
C 2.45 3.74 1.71
P 0.80 1.48 1.21
C 0.75 1.39 3.04
C -0.52 0.69 3.52
C 2.00 0.77 3.65
C -0.74 2.28 0.73
C -1.17 3.54 1.12
C -2.37 4.07 0.64
C -2.85 5.44 1.04
C -3.11 3.29 -0.24
C -2.70 2.02 -0.62
C -1.51 1.50 -0.13
N -1.04 0.19 -0.45
C -2.01 -0.69 -1.05
C -3.04 -1.20 -0.26
C -3.27 -0.77 1.16
C -3.92 -2.10 -0.85
C -3.81 -2.48 -2.18
C -4.75 -3.49 -2.77
C -2.81 -1.90 -2.94
C -1.90 -1.00 -2.40
C -0.88 -0.33 -3.28
H 2.88 3.62 -1.03
H 1.17 3.86 -0.70
H 1.71 2.34 -1.39
H 3.06 1.93 0.74
H 1.60 4.43 1.75
H 3.31 4.32 1.35
H 2.68 3.40 2.72
H 0.69 2.45 3.33
H -0.52 -0.36 3.22
H -1.43 1.16 3.14
H -0.55 0.72 4.61
H 2.03 -0.30 3.45
H 1.98 0.91 4.73
H 2.92 1.20 3.26
H -0.59 4.13 1.81
H -2.22 5.86 1.83
H -3.87 5.40 1.41
H -2.83 6.12 0.19
H -4.04 3.67 -0.64
H -3.31 1.43 -1.30
H -2.35 -0.46 1.66
H -3.73 -1.57 1.74
H -3.95 0.09 1.20
H -4.72 -2.52 -0.24
H -5.78 -3.28 -2.49
H -4.51 -4.49 -2.42
H -4.69 -3.50 -3.86
H -2.73 -2.15 -4.00
H -1.12 -0.49 -4.33
H 0.14 -0.70 -3.12
H -0.85 0.75 -3.11
O 1.99 -0.10 -1.59
N 3.33 0.01 -1.47
C 4.00 0.53 -2.52
C 5.36 0.59 -2.49
C 6.03 0.10 -1.36
C 5.33 -0.43 -0.32
C 3.92 -0.48 -0.36
S 2.92 -1.09 0.87
H 3.37 0.86 -3.33
H 5.89 1.01 -3.33
H 7.11 0.13 -1.32
H 5.82 -0.81 0.57
C -1.24 -4.48 0.10
Si 0.40 -3.59 0.18
C 0.97 -3.27 -1.58
C 1.68 -4.63 1.07
C 0.17 -1.97 1.15
H -1.13 -5.45 -0.39
H -1.96 -3.89 -0.47
H -1.65 -4.65 1.09
H 0.99 -4.23 -2.10
H 1.98 -2.86 -1.64
H 0.28 -2.63 -2.14
H 1.85 -5.57 0.54
H 1.35 -4.87 2.08
H 2.63 -4.10 1.14
H 0.69 -2.03 2.11
H -0.90 -1.84 1.37
```

Orbital gap: 7.297 eV
HOMO: -10.7 eV
Strongest force on any atom: 0.003 Eh/bohr
Relative energy (zero: lowest compared OMol25 entry of this formula, charge and spin): 0.0 kcal/mol
Net charge: +1

Here are the Mulliken charges for atoms 1 to 4, given in e: 0.5466 -1.6365 0.9067 -1.4781